# C6H14O

2 unconnected molecules or ions with the total composition C6H14O (ωB97M-V/def2-TZVPD, the OMol25 dataset).

Output
* highest occupied orbital energy (alpha / beta): -7.32 / -7.40 eV
* multiplicity: 1
* E_LUMO (alpha / beta): -0.4 / -0.3 eV
* energy above the lowest of the compared OMol25 structures with the same formula, charge and spin: 453.1 kJ/mol
* Kohn-Sham gap (alpha / beta): 6.91 / 7.09 eV

Positions of all 21 atoms, in Å:
C -2.427 -0.013 -1.201
C -1.100 -0.416 -0.560
C -1.033 -0.430 0.959
C 0.076 0.492 -0.879
C 1.249 -0.091 -0.151
C 2.383 0.797 0.229
O 1.353 -1.185 1.761
H -3.227 -0.674 -0.848
H -2.393 -0.086 -2.296
H -2.703 1.015 -0.934
H -0.842 -1.421 -0.931
H -1.748 -1.119 1.429
H -1.209 0.581 1.359
H 0.300 -0.910 1.524
H -0.130 1.515 -0.535
H 0.350 0.556 -1.948
H 1.491 -1.108 -0.440
H 2.081 1.491 1.021
H 2.648 1.417 -0.641
H 3.253 0.230 0.563
H 1.628 -0.641 2.517

Atom charges from the natural (NBO) analysis, given in e for atoms 1 to 6: -0.606 -0.229 -0.715 -0.502 0.279 -0.703

---

# C2H2FO4

2 unconnected molecules or ions with the total composition C2H2FO4 at a distorted geometry (ωB97M-V/def2-TZVPD, the OMol25 dataset).

Output
* highest occupied orbital energy: -6.23 eV
* multiplicity: 1
* total charge: -1
* E_LUMO: 4.0 eV
* energy above the lowest of the compared OMol25 structures with the same formula, charge and spin: 0.0 kJ/mol
* Kohn-Sham gap: 10.23 eV

Positions of all 9 atoms, in Å:
C 2.173 -0.048 0.181
C -0.401 0.486 -0.309
O 2.817 -1.013 -0.090
O 2.170 1.063 0.633
O -1.606 0.412 -0.320
O 0.457 -0.347 0.081
F -3.186 -1.248 0.473
H 0.073 1.324 -0.891
H -2.497 -0.627 0.243

Atom charges from the natural (NBO) analysis, given in e for atoms 1 to 6: 1.017 0.694 -0.641 -0.675 -0.705 -0.654

---

# C6H16NO3

A molecular structure, C6H16NO3 at a distorted geometry (ωB97M-V/def2-TZVPD, the OMol25 dataset).

Output
* highest occupied orbital energy: -3.87 eV
* multiplicity: 1
* total charge: -1
* E_LUMO: 3.3 eV
* energy above the lowest of the compared OMol25 structures with the same formula, charge and spin: 307.8 kJ/mol
* Kohn-Sham gap: 7.17 eV

Positions of all 26 atoms, in Å:
C 0.684 0.491 -1.603
N 1.588 0.986 -0.556
C 2.006 0.013 0.461
O 2.363 -1.309 0.027
C -0.326 -0.610 -1.282
C -1.673 -0.051 -0.919
C -1.929 -0.006 0.576
C -2.743 -0.848 1.226
H 1.209 0.024 -2.413
H 0.112 1.283 -1.975
H 2.455 1.346 -0.967
H 2.759 0.629 0.969
H 1.152 -0.104 1.117
H -0.428 -1.522 -2.165
H 0.088 -1.164 -0.316
H -1.891 0.890 -1.322
H -2.557 -0.674 -1.423
H -1.380 0.728 1.201
H -3.164 -1.705 0.630
H -2.974 -0.877 2.241
H 2.685 -1.111 2.272
H 2.253 -1.933 1.159
O 2.346 -2.035 2.234
H -0.414 1.947 0.088
H -0.949 3.163 0.562
O -1.269 2.448 0.179

Atom charges from the natural (NBO) analysis, given in e for atoms 1 to 6: -0.252 -0.684 0.069 -0.910 -0.421 -0.467

---

# C44H44Cl5NO4P3PtSTe

A molecular structure, C44H44Cl5NO4P3PtSTe at a distorted geometry (ωB97M-V/def2-TZVPD, the OMol25 dataset).

Output
* highest occupied orbital energy (alpha / beta): -9.04 / -9.04 eV
* multiplicity: 1
* total charge: +1
* E_LUMO (alpha / beta): -5.2 / -5.2 eV
* energy above the lowest of the compared OMol25 structures with the same formula, charge and spin: 316.0 kJ/mol
* Kohn-Sham gap (alpha / beta): 3.79 / 3.80 eV

Positions of all 104 atoms, in Å:
Pt 0.108 0.295 -0.136
C 0.793 0.832 3.137
P 1.644 0.001 1.756
C 2.985 1.200 1.430
C 4.330 0.895 1.592
C 5.290 1.894 1.464
C 4.911 3.189 1.150
C 3.570 3.488 0.932
C 2.611 2.500 1.073
C 2.338 -1.432 2.631
C 1.991 -2.740 2.285
C 2.461 -3.804 3.044
C 3.269 -3.568 4.146
C 3.611 -2.268 4.495
C 3.142 -1.197 3.747
C -0.465 1.425 2.643
C -1.385 2.183 3.288
C -2.433 2.477 2.356
C -2.118 1.875 1.184
C -2.865 1.853 -0.089
P -1.720 1.464 -1.441
C -2.477 0.201 -2.488
C -3.752 -0.323 -2.303
C -4.262 -1.243 -3.210
C -3.510 -1.623 -4.310
C -2.233 -1.107 -4.498
C -1.714 -0.209 -3.584
C -1.958 2.967 -2.454
C -1.539 4.200 -1.934
C -1.684 5.357 -2.676
C -2.267 5.299 -3.939
C -2.722 4.090 -4.437
C -2.560 2.917 -3.703
N -0.899 1.210 1.339
H 1.460 1.577 3.566
H 0.595 0.090 3.910
H 4.638 -0.120 1.812
H 6.336 1.655 1.614
H 5.661 3.966 1.066
H 3.273 4.492 0.654
H 1.567 2.736 0.902
H 1.357 -2.939 1.425
H 2.191 -4.817 2.770
H 3.636 -4.400 4.736
H 4.244 -2.082 5.354
H 3.412 -0.185 4.028
H -1.321 2.492 4.322
H -3.328 3.056 2.538
H -3.315 2.823 -0.275
H -3.671 1.119 -0.094
H -4.383 0.003 -1.486
H -5.257 -1.646 -3.062
H -3.927 -2.317 -5.029
H -1.643 -1.399 -5.356
H -0.717 0.197 -3.736
H -1.092 4.249 -0.946
H -1.339 6.303 -2.279
H -2.364 6.200 -4.533
H -3.205 4.047 -5.404
H -2.909 1.979 -4.110
C 1.886 -5.946 -1.240
C 2.281 -4.556 -1.680
O 1.267 -3.607 -1.287
P 0.350 -2.696 -2.196
O -0.109 -1.476 -1.390
Te 1.442 -2.157 -4.241
O -0.974 -3.535 -2.448
C -0.923 -4.768 -3.215
C -1.683 -4.639 -4.507
H 2.750 -6.609 -1.327
H 1.076 -6.353 -1.845
H 1.562 -5.932 -0.197
H 2.450 -4.495 -2.752
H 3.199 -4.247 -1.182
H -1.362 -5.536 -2.582
H 0.115 -5.036 -3.415
H -2.707 -4.319 -4.313
H -1.709 -5.611 -5.006
H -1.201 -3.919 -5.168
O -1.003 -3.393 0.822
S -1.231 -1.960 1.126
C -2.994 -1.622 0.798
C -3.701 -1.474 2.145
C -2.899 -2.315 3.134
C -1.461 -1.859 2.931
H -3.312 -2.488 0.217
H -3.043 -0.735 0.178
H -4.742 -1.792 2.087
H -3.686 -0.427 2.459
H -2.979 -3.373 2.878
H -3.234 -2.181 4.162
H -0.701 -2.490 3.389
H -1.331 -0.813 3.224
Cl 0.969 3.022 -2.213
C 2.016 1.670 -2.231
C 1.864 0.642 -1.303
C 2.907 -0.307 -1.303
Cl 2.996 -1.611 -0.193
C 3.976 -0.251 -2.203
Cl 5.214 -1.439 -2.163
C 4.043 0.757 -3.147
Cl 5.339 0.826 -4.258
C 3.051 1.720 -3.160
Cl 3.122 2.991 -4.311

Atom charges from the Mulliken analysis, given in e for atoms 1 to 6: 2.324 -0.741 0.744 0.814 -0.489 -0.966

---

# C22H36Br2F4N3O3PSi2

A molecular structure, C22H36Br2F4N3O3PSi2 at a distorted geometry (ωB97M-V/def2-TZVPD, the OMol25 dataset).

Output
* highest occupied orbital energy: -8.35 eV
* multiplicity: 1
* E_LUMO: 0.0 eV
* Kohn-Sham gap: 8.39 eV

Positions of all 73 atoms, in Å:
C -5.281 0.551 -5.683
C -5.027 0.997 -4.434
C -4.174 0.189 -3.494
Si -2.881 1.199 -2.577
C -1.286 1.352 -3.552
C -0.345 2.459 -3.022
C 0.547 1.934 -1.894
C 1.034 3.001 -0.942
O 1.893 3.899 -1.590
C 2.304 4.931 -0.710
O -2.543 0.613 -1.037
Si -2.431 -1.007 -0.723
C -0.666 -1.591 -0.418
C -0.421 -3.014 -0.937
C 0.087 -3.099 -2.368
F -0.923 -2.865 -3.261
Br 1.538 -1.872 -2.743
C 0.611 -4.546 -2.638
F -0.235 -5.438 -2.087
F 1.801 -4.709 -2.015
Br 0.875 -4.919 -4.505
C -3.393 -1.277 0.889
C -4.816 -0.971 0.616
O -5.597 -1.697 0.088
F -5.183 0.271 0.974
P -3.652 3.326 -2.415
N -3.623 4.055 -3.828
H -5.462 -0.509 -5.830
H -5.299 1.205 -6.546
H -5.475 1.922 -4.087
H -4.800 -0.338 -2.756
H -3.645 -0.593 -4.040
H -0.785 0.385 -3.444
H -1.576 1.537 -4.586
H -0.882 3.362 -2.737
H 0.310 2.714 -3.855
H -0.038 1.233 -1.295
H 1.378 1.365 -2.312
H 0.166 3.492 -0.479
H 1.578 2.507 -0.120
H 2.927 5.626 -1.261
H 2.842 4.495 0.137
H 1.422 5.447 -0.319
H -3.073 -1.870 -1.732
H -0.575 -1.633 0.672
H 0.074 -0.867 -0.746
H 0.329 -3.502 -0.315
H -1.337 -3.604 -0.893
H -3.257 -2.276 1.290
H -3.006 -0.516 1.569
H -4.947 3.334 -1.851
H -2.821 4.019 -1.508
H -3.306 3.425 -4.556
N 1.031 -0.056 2.903
C 0.470 -0.485 4.076
C 1.419 -1.198 4.757
C 2.599 -1.196 3.963
C 2.329 -0.482 2.827
H 0.562 0.487 2.202
H -0.550 -0.248 4.323
H 1.282 -1.669 5.716
H 3.540 -1.666 4.198
H 2.944 -0.243 1.977
N 5.428 -1.450 6.680
C 5.998 -1.361 7.920
C 7.350 -1.519 7.772
C 7.606 -1.708 6.387
C 6.401 -1.658 5.740
H 4.447 -1.374 6.488
H 5.397 -1.194 8.796
H 8.076 -1.501 8.568
H 8.564 -1.861 5.920
H 6.154 -1.752 4.696

Atom charges from the Mulliken analysis, given in e for atoms 1 to 6: -0.847 -0.359 -0.601 0.086 -0.549 -1.034

---

# C4H7N2O

2 unconnected molecules or ions with the total composition C4H7N2O at a distorted geometry (ωB97M-V/def2-TZVPD, the OMol25 dataset).

Output
* highest occupied orbital energy (alpha / beta): -13.77 / -13.77 eV
* multiplicity: 1
* total charge: +1
* E_LUMO (alpha / beta): -5.1 / -5.1 eV
* energy above the lowest of the compared OMol25 structures with the same formula, charge and spin: 536.5 kJ/mol
* Kohn-Sham gap (alpha / beta): 8.68 / 8.68 eV

Positions of all 14 atoms, in Å:
C -0.929 0.398 -0.121
C 0.670 -0.858 0.610
C -0.659 1.324 -1.162
C 1.817 -0.533 -0.126
N -1.779 -0.617 1.756
N -1.592 0.002 0.758
O 0.300 -1.383 1.561
H -1.619 1.781 -1.439
H 0.181 1.896 -0.707
H -0.337 0.688 -2.041
H 1.832 0.483 -0.563
H 2.057 -1.255 -0.941
H 2.746 -0.955 0.417
H -2.688 -0.970 1.999

Atom charges from the natural (NBO) analysis, given in e for atoms 1 to 6: 0.198 0.736 -0.695 -0.828 -0.340 0.048

---

# C25H47Cl2LuNO3Si2

A molecular structure, C25H47Cl2LuNO3Si2 at a distorted geometry (ωB97M-V/def2-TZVPD, the OMol25 dataset).

Output
* highest occupied orbital energy: -10.26 eV
* multiplicity: 1
* total charge: +1
* E_LUMO: -3.2 eV
* energy above the lowest of the compared OMol25 structures with the same formula, charge and spin: 0.0 kJ/mol
* Kohn-Sham gap: 7.09 eV

Positions of all 81 atoms, in Å:
O 1.288 1.475 0.867
O 3.586 0.163 -1.992
C 1.329 2.800 0.145
C 1.237 3.922 1.147
H 0.469 2.780 -0.538
H 2.248 2.794 -0.441
H 0.268 3.933 1.663
H 1.346 4.877 0.629
H 2.044 3.860 1.885
C 2.552 0.941 1.376
C 3.813 1.515 0.784
H 2.517 -0.137 1.185
H 2.518 1.083 2.459
H 3.867 1.299 -0.286
H 4.673 1.016 1.250
H 3.897 2.587 0.967
C 3.613 -1.266 -1.961
C 3.592 0.535 -3.391
C 4.835 -1.751 -1.208
H 3.694 -1.593 -3.009
H 2.674 -1.730 -1.610
H 5.719 -1.455 -1.780
H 4.757 -2.842 -1.115
H 4.920 -1.285 -0.231
C 5.015 0.549 -3.927
H 3.080 1.504 -3.555
H 3.025 -0.232 -3.953
H 5.729 0.957 -3.217
H 4.968 1.169 -4.820
H 5.358 -0.455 -4.189
H 0.482 -1.262 -3.205
Lu -0.581 0.506 1.119
C -0.070 -0.531 -2.593
Si -1.640 -0.159 -3.542
H 0.542 0.371 -2.316
H -0.337 -1.037 -1.663
C -1.170 1.447 -4.433
C -3.211 -0.031 -2.508
C -1.446 -1.809 -4.513
C -0.576 1.069 3.234
Si 0.008 -0.650 3.733
H -1.610 1.275 3.586
H 0.078 1.915 3.516
C 1.567 -0.581 4.765
C 0.443 -1.735 2.217
C -1.419 -1.423 4.651
H -0.430 -2.214 -4.347
H -1.560 -1.721 -5.597
H -2.125 -2.585 -4.134
H -1.419 2.314 -3.805
H -1.658 1.575 -5.404
H -0.079 1.476 -4.577
H -3.259 0.901 -1.936
H -3.269 -0.836 -1.767
H -4.142 -0.071 -3.080
H 1.496 -2.020 2.347
H 0.358 -1.424 1.137
H -0.154 -2.653 2.300
H -1.098 -2.289 5.238
H -2.224 -1.743 3.979
H -1.822 -0.664 5.333
H 1.658 -1.463 5.411
H 1.542 0.309 5.408
H 2.467 -0.527 4.137
Cl -4.624 3.325 0.254
C -4.697 1.756 0.899
C -5.885 1.197 1.365
C -5.932 -0.119 1.813
Cl -7.409 -0.736 2.441
C -4.794 -0.984 1.739
C -4.786 -2.366 2.044
C -3.672 -3.115 1.718
C -2.543 -2.482 1.191
N -2.447 -1.145 1.060
C -3.573 -0.396 1.295
C -3.499 1.015 0.981
O -2.335 1.572 0.737
H -6.789 1.810 1.381
H -5.658 -2.816 2.504
H -3.654 -4.190 1.870
H -1.680 -3.071 0.880

Atom charges from the Mulliken analysis, given in e for atoms 1 to 6: -0.208 -0.259 -0.401 -1.177 0.309 0.442

---

# C34H27N4O7S3W

A molecular structure, C34H27N4O7S3W at a distorted geometry (ωB97M-V/def2-TZVPD, the OMol25 dataset).

Output
* highest occupied orbital energy (alpha / beta): -7.64 / -8.18 eV
* multiplicity: 2
* E_LUMO (alpha / beta): -1.2 / -1.1 eV
* energy above the lowest of the compared OMol25 structures with the same formula, charge and spin: 0.0 kJ/mol
* Kohn-Sham gap (alpha / beta): 6.48 / 7.12 eV

Positions of all 76 atoms, in Å:
W -0.366 0.346 0.079
N -0.580 0.579 4.627
C -0.795 0.795 3.307
S 0.621 0.805 2.285
N -2.018 0.668 2.891
N -2.139 0.818 1.472
C -3.315 1.199 1.148
C -3.934 1.111 -0.135
C -5.248 1.563 -0.261
C -5.933 1.357 -1.434
C -5.282 0.770 -2.551
C -3.957 0.470 -2.464
C -3.211 0.648 -1.224
O -1.956 0.339 -1.077
H 0.348 0.723 4.991
H -1.294 0.686 5.302
H -3.985 1.616 1.970
H -5.774 2.041 0.552
H -6.997 1.489 -1.499
H -5.846 0.353 -3.420
H -3.454 0.114 -3.371
O -0.506 -1.544 0.741
N -0.475 -2.605 -0.102
C -0.771 -3.825 0.425
C -0.727 -4.991 -0.284
C -0.312 -4.916 -1.641
C -0.089 -3.662 -2.176
C -0.191 -2.483 -1.424
S 0.170 -0.966 -2.098
H -0.923 -3.763 1.464
H -0.881 -5.994 0.166
H -0.229 -5.877 -2.193
H 0.094 -3.660 -3.211
O 2.251 -2.116 0.725
C 3.293 -1.323 0.215
C 2.665 -0.206 -0.738
O 3.165 0.181 -1.731
O 1.643 0.369 -0.114
C 4.192 -2.306 -0.508
C 3.749 -2.959 -1.671
C 4.345 -4.127 -2.092
C 5.569 -4.525 -1.538
C 6.112 -3.735 -0.512
C 5.424 -2.669 0.070
C 4.045 -0.515 1.279
C 3.813 -0.714 2.628
C 4.390 0.155 3.578
C 5.133 1.241 3.057
C 5.384 1.351 1.706
C 4.834 0.514 0.780
H 1.820 -1.652 1.517
H 2.834 -2.661 -2.199
H 3.892 -4.624 -2.992
H 6.119 -5.395 -1.996
H 7.070 -4.056 -0.045
H 5.794 -2.139 0.945
H 3.247 -1.569 2.942
H 4.114 0.108 4.597
H 5.687 1.834 3.720
H 6.095 2.126 1.327
H 5.000 0.695 -0.308
O -5.692 6.024 -1.807
C -5.461 5.179 -0.773
O -6.293 4.982 0.069
C -4.128 4.590 -0.828
C -3.604 4.136 -2.019
C -2.404 3.491 -1.891
C -1.656 3.350 -0.694
S -0.073 2.568 -0.749
C -2.181 3.912 0.436
C -3.438 4.456 0.338
H -4.939 5.928 -2.385
H -4.167 4.198 -2.959
H -2.129 3.017 -2.813
H -1.682 3.837 1.366
H -3.876 4.844 1.216

Atom charges from the Mulliken analysis, given in e for atoms 1 to 6: 1.236 -0.426 0.554 -0.336 -1.268 0.698